(1)
A 2-piece molecular cluster, C6H5FN2 overall at a distorted geometry. Source: OMol25; level of theory: ωB97M-V/def2-TZVPD.

Properties
- Largest force on an atom: 7.80 eV Å⁻¹
- LUMO energy: 0.4 eV
- Total charge: 0
- Energy: -11997.8182 eV
- SMILES string: c1ccncc1.N#CF
- Energy above the lowest of the compared OMol25 structures with the same formula, charge and spin: 20.23 kJ/mol
- Frontier orbital gap: 0.36894 hartree

XYZ file:
```
14
Properties=species:S:1:pos:R:3:forces:R:3:mulliken_charge:R:1
C -1.042365 0.542632 1.912835 0.003 0.511 0.498 -0.08
C -1.465614 -0.636026 1.316026 1.265 -0.113 -1.784 -0.78
C -0.790396 -0.945871 0.117836 -0.541 -0.151 0.565 0.03
N 0.151938 -0.171509 -0.370278 0.601 0.657 -0.145 -0.32
C 0.542534 0.953787 0.218033 -0.156 0.794 0.984 0.18
C -0.048447 1.405457 1.443975 0.832 -1.207 -2.285 -0.75
H -1.511358 0.822134 2.808531 -0.685 0.336 1.236 0.38
H -2.232146 -1.315296 1.664279 -0.017 0.357 0.373 0.37
H -0.966868 -1.828281 -0.514382 -0.321 0.206 0.625 0.36
H 1.361361 1.518856 -0.310794 -0.932 -0.535 0.706 0.32
H 0.306128 2.345676 1.897866 -0.553 -0.749 -0.003 0.35
N 2.253838 -1.471945 -4.429677 -1.170 4.673 6.137 -0.38
C 1.997700 -0.795747 -3.426656 0.425 -4.874 -5.347 0.45
F 1.443695 -0.423867 -2.327593 1.248 0.096 -1.559 -0.13
```
Forces are in eV/Å.

=====

(2)
One molecule with the formula C3H8N4O at a distorted geometry. Source: OMol25; level of theory: ωB97M-V/def2-TZVPD.

Properties
- Largest force on an atom: 4.03 eV Å⁻¹
- LUMO energy: 0.9 eV
- Total charge: 0
- Energy: -11245.4814 eV
- SMILES string: N/N=C/C(CO)=N\N
- Energy above the lowest of the compared OMol25 structures with the same formula, charge and spin: 399.67 kJ/mol
- Frontier orbital gap: 0.34961 hartree

XYZ file:
```
16
Properties=species:S:1:pos:R:3:forces:R:3:mulliken_charge:R:1
N 0.696417 1.933994 2.236848 0.097 0.115 0.040 -0.48
N 0.795571 1.300951 1.062117 -0.966 -2.223 -1.223 -0.16
C -0.265191 0.765423 0.527763 1.611 1.449 -0.600 -0.40
C -0.088390 -0.204205 -0.627539 -1.153 -2.368 2.693 0.67
C 0.719665 -0.098720 -1.869698 0.387 -1.216 -0.648 -0.29
O 0.175810 -0.962952 -2.873124 -0.175 -0.394 0.589 -0.57
N -0.559899 -1.419797 -0.454393 0.949 1.966 -2.715 -0.23
N -1.270689 -1.727098 0.630772 -0.358 -1.168 3.842 -0.75
H -0.169401 2.393827 2.387084 -1.001 0.545 0.379 0.23
H 1.485559 2.517491 2.406952 0.423 0.331 0.059 0.25
H -1.285314 1.095657 0.815456 0.434 -0.712 0.125 0.36
H 1.781562 -0.384782 -1.663489 -0.658 0.311 -0.027 0.16
H 0.696442 0.871974 -2.285205 0.106 1.255 -0.247 0.32
H -0.349904 -1.649584 -2.386845 0.712 0.726 -0.379 0.39
H -0.658156 -1.762499 1.506498 -1.110 0.462 -1.416 0.24
H -1.704083 -2.669679 0.586802 0.705 0.921 -0.472 0.26
```
Forces are in eV/Å.

=====

(3)
C25H41N2O2PtSi4Te as an isolated structure at a distorted geometry. Source: OMol25; level of theory: ωB97M-V/def2-TZVPD.

Properties
- Largest force on an atom: 3.17 eV Å⁻¹
- LUMO energy: 2.1 eV
- Total charge: -1
- Energy: -75720.1495 eV
- Energy above the lowest of the compared OMol25 structures with the same formula, charge and spin: 180.77 kJ/mol
- Frontier orbital gap: 0.22175 hartree

XYZ file:
```
76
Properties=species:S:1:pos:R:3:forces:R:3:mulliken_charge:R:1
Pt 0.887000 -0.536600 0.136000 -1.151 -2.957 -0.056 1.72
O 0.841200 -1.699600 2.027600 0.823 1.160 -0.871 -0.86
C -0.307400 -1.574400 2.592700 -0.602 -0.081 0.069 0.52
C -0.384600 -1.421300 4.002000 0.158 -0.279 0.121 -0.61
C -1.583000 -1.355100 4.667500 0.020 0.078 -0.181 -0.39
C -2.789200 -1.376600 3.963800 -0.334 -0.052 0.163 -0.67
C -2.761800 -1.495400 2.597900 0.085 -0.066 -0.119 -0.70
C -1.561600 -1.627600 1.886200 0.388 0.468 0.772 0.73
C -1.636000 -1.838900 0.480500 0.333 -0.433 -0.656 -0.09
N -0.628200 -2.118200 -0.282700 -0.284 1.104 0.531 -0.32
C -0.868800 -2.397300 -1.671100 -0.091 -0.086 -0.756 -0.75
C 0.142500 -1.603100 -2.516700 0.017 -0.557 -0.067 -0.49
N 0.218900 -0.278200 -1.977000 0.973 0.518 1.026 0.04
C 0.080100 0.754800 -2.728600 0.061 0.283 -0.138 -0.57
C 0.018100 2.101700 -2.284000 0.038 -0.061 0.231 0.86
C 0.181900 3.128200 -3.227300 0.062 0.228 -0.153 -0.65
C 0.172400 4.451200 -2.874200 0.097 -0.044 -0.621 -0.62
C -0.006700 4.791200 -1.525800 -0.041 -0.082 0.330 -0.45
C -0.193400 3.830300 -0.578200 -0.025 0.395 0.058 -0.41
C -0.233000 2.430300 -0.896200 -0.164 -0.074 0.047 0.07
O -0.504400 1.581400 -0.014600 -0.440 0.310 0.001 -0.80
H 0.548500 -1.386400 4.548900 0.064 0.018 -0.065 0.39
H -1.601300 -1.265000 5.746700 0.067 0.032 0.030 0.37
H -3.732700 -1.317600 4.488800 -0.026 0.056 0.011 0.37
H -3.690500 -1.512300 2.042700 -0.104 -0.005 -0.077 0.32
H -2.646600 -1.789100 0.048800 0.094 -0.294 -0.008 0.15
H -0.727600 -3.473400 -1.851500 -0.053 0.187 -0.012 0.35
H -1.897700 -2.128700 -1.968600 0.156 -0.060 0.088 0.42
H 1.122100 -2.087200 -2.410900 -0.180 0.060 -0.091 -0.15
H -0.140500 -1.601700 -3.583900 0.011 -0.004 0.245 0.54
H 0.013300 0.598200 -3.820700 -0.071 -0.052 0.226 0.16
H 0.350700 2.846200 -4.260900 -0.020 0.002 -0.103 0.28
H 0.313300 5.226900 -3.615000 0.012 -0.023 -0.058 0.38
H 0.004200 5.837600 -1.245500 -0.006 0.042 0.086 0.37
H -0.336800 4.098900 0.460100 -0.003 -0.064 0.061 0.43
C 8.007000 2.165200 0.363500 -0.623 -0.259 0.046 -1.12
Si 6.105500 2.322100 0.600600 0.414 0.827 0.200 0.47
C 5.575800 3.725600 -0.594600 -0.080 -0.623 0.290 -1.12
C 5.847700 2.983400 2.380000 -0.082 -0.371 -0.537 -1.08
Si 4.755700 0.367300 0.318800 -0.006 -0.110 0.022 -0.10
Te 2.490900 1.244500 0.975400 0.492 0.287 -0.311 -0.54
Si 5.411400 -1.375800 1.785900 0.327 -0.419 0.517 0.38
C 4.914600 -1.008100 3.593500 0.111 0.075 -0.629 -0.85
C 7.324100 -1.450400 1.671900 -0.606 -0.016 0.052 -1.03
C 4.711500 -3.125500 1.435900 0.121 0.650 -0.163 -0.95
Si 4.940200 -0.372400 -1.927000 -0.030 -0.217 -1.000 0.33
C 6.751900 -0.594500 -2.525900 -0.464 0.176 0.468 -1.15
C 4.124000 -2.073600 -2.255600 0.066 0.518 0.348 -0.57
C 4.142300 0.876500 -3.136400 0.154 -0.314 0.535 -0.67
H 8.522600 3.110000 0.515800 -0.111 0.271 0.053 0.37
H 8.244700 1.822400 -0.637600 0.054 -0.103 -0.263 0.28
H 8.433500 1.450600 1.058200 0.101 -0.187 0.160 0.32
H 5.978100 4.694400 -0.309600 0.191 0.073 0.208 0.39
H 4.493800 3.812100 -0.609100 -0.255 -0.003 -0.022 0.30
H 5.902000 3.523600 -1.610500 0.073 -0.102 -0.217 0.29
H 6.307900 3.951700 2.555000 0.164 0.186 -0.153 0.39
H 6.249300 2.289800 3.112100 0.084 -0.198 0.157 0.26
H 4.784500 3.081800 2.575200 -0.252 0.012 0.074 0.30
H 5.242300 -0.022500 3.906400 0.074 0.256 0.056 0.26
H 5.318800 -1.734400 4.293500 0.178 -0.225 0.003 0.35
H 3.833400 -1.033000 3.679200 -0.272 0.033 -0.052 0.10
H 7.746500 -0.482800 1.914800 0.090 0.267 0.087 0.16
H 7.632000 -1.688300 0.659800 0.076 -0.060 -0.302 0.25
H 7.773100 -2.180900 2.335600 0.017 -0.250 0.211 0.39
H 3.624900 -3.091800 1.435300 -0.216 0.048 -0.013 0.13
H 5.018700 -3.839700 2.198200 0.135 0.046 0.181 0.38
H 5.032700 -3.513400 0.472900 0.063 -0.033 -0.164 0.31
H 7.257000 -1.368500 -1.957800 0.131 -0.188 0.174 0.29
H 7.318400 0.321900 -2.403500 0.161 0.249 0.040 0.24
H 6.801900 -0.873600 -3.574600 -0.174 -0.055 -0.215 0.38
H 4.606600 -2.864600 -1.689900 0.128 -0.121 0.127 0.32
H 4.149200 -2.355800 -3.306900 0.086 0.135 -0.180 0.42
H 3.085300 -2.044400 -1.937600 -0.147 0.002 0.115 -0.37
H 4.593600 1.857700 -3.030300 0.096 0.234 0.056 0.26
H 3.083800 0.987600 -2.921900 -0.243 0.048 0.114 -0.09
H 4.243300 0.576800 -4.176900 0.109 -0.203 -0.134 0.40
```
Forces are in eV/Å.

=====

(4)
C18H18B2KO25 as an isolated structure at a distorted geometry. Source: OMol25; level of theory: ωB97M-V/def2-TZVPD.

Properties
- Largest force on an atom: 10.03 eV Å⁻¹
- LUMO energy: 1.6 eV
- Total charge: -1
- Energy: -87831.6969 eV
- Frontier orbital gap: 0.32468 hartree

XYZ file:
```
64
Properties=species:S:1:pos:R:3:forces:R:3:mulliken_charge:R:1
K -2.924000 4.254000 -9.641000 0.422 -0.196 0.187 1.13
O -0.535000 2.991000 -13.388000 1.619 1.007 2.141 -0.63
C 0.333000 3.646000 -12.774000 -4.788 -4.328 -6.129 0.26
O 1.501000 3.794000 -13.242000 3.286 0.917 1.002 -0.61
B 2.077000 4.732000 -12.251000 2.192 0.635 -0.938 1.23
O 0.967000 5.336000 -11.506000 5.678 2.891 1.116 -0.54
C 0.028000 4.640000 -11.823000 -6.551 -1.623 2.294 0.58
O -1.078000 4.743000 -11.369000 -1.729 0.625 0.225 -0.29
O 2.838000 5.845000 -12.887000 -3.663 -0.719 -1.226 -0.55
C 4.041000 5.708000 -12.554000 5.150 7.024 -3.720 0.41
O 4.933000 6.544000 -12.856000 -2.016 -2.616 0.409 -0.68
C 4.159000 4.759000 -11.555000 3.266 -0.400 3.731 0.67
O 3.120000 4.093000 -11.388000 -4.807 -2.446 -0.417 -0.18
O 5.005000 4.856000 -10.723000 2.218 -0.646 1.231 -0.62
O -2.081000 -1.856000 -15.008000 -0.487 -0.992 -3.786 -0.61
C -1.718000 -1.176000 -14.125000 -2.685 -3.721 -0.392 0.55
O -2.389000 -1.213000 -13.027000 -0.920 1.229 3.892 -0.59
B -1.591000 -0.470000 -12.048000 -0.837 0.814 -0.226 1.32
O -0.463000 0.032000 -12.847000 0.040 1.664 5.768 -0.34
C -0.474000 -0.580000 -13.915000 4.333 1.743 -4.445 0.55
O 0.426000 -0.510000 -14.705000 0.686 -0.752 -1.180 -0.68
O -2.301000 0.692000 -11.472000 -0.650 0.219 -4.744 -0.34
C -1.922000 0.806000 -10.296000 -3.833 2.570 2.183 0.80
O -2.478000 1.495000 -9.502000 -0.613 2.978 2.083 -0.71
C -1.234000 -0.306000 -9.863000 5.707 -2.641 3.605 0.20
O -1.182000 -1.135000 -10.814000 0.195 -3.379 -2.883 -0.56
O -0.590000 -0.453000 -8.840000 -0.916 0.337 0.249 -0.68
C 2.099000 0.999000 -6.875000 1.741 0.829 -1.095 -1.42
C 2.314000 2.511000 -7.235000 1.675 -1.409 1.007 0.43
C 2.838000 2.768000 -8.640000 3.028 -0.598 0.095 -0.59
O 1.650000 3.025000 -9.272000 2.843 -1.500 -5.385 0.03
C 0.769000 3.381000 -8.494000 -6.317 0.493 0.544 0.00
O -0.346000 3.634000 -8.910000 0.130 0.920 1.072 -0.23
O 1.099000 3.256000 -7.239000 0.405 0.079 1.968 -0.35
H 3.041000 0.532000 -6.515000 -0.316 0.562 -0.306 0.38
H 1.758000 0.391000 -7.699000 -0.327 0.048 -0.413 0.28
H 1.420000 0.911000 -6.093000 -1.376 -0.048 1.391 0.42
H 3.009000 2.933000 -6.513000 -0.268 0.204 0.246 0.37
H 3.423000 1.877000 -9.081000 -1.242 1.370 0.513 0.26
H 3.458000 3.691000 -8.797000 -0.158 -0.918 0.564 0.31
C -1.172000 6.515000 -6.334000 -0.713 -0.779 -0.143 -0.46
O -0.729000 7.356000 -7.456000 1.515 -0.442 1.621 -0.34
C -1.385000 7.303000 -8.541000 -9.606 -2.835 -0.530 1.03
O -2.681000 6.712000 -8.536000 6.749 2.652 -0.510 -0.75
O -0.938000 8.009000 -9.513000 1.837 1.097 0.137 -0.32
C -1.544000 8.215000 -10.771000 -1.565 -1.222 -2.278 -0.56
H -2.181000 6.796000 -5.982000 0.533 0.205 -0.469 0.26
H -0.459000 6.646000 -5.511000 0.011 0.103 -0.626 0.24
H -1.244000 5.440000 -6.642000 0.366 1.039 0.064 0.15
H -0.993000 7.622000 -11.572000 -0.808 0.378 1.343 0.14
H -1.590000 9.236000 -11.191000 0.867 0.067 1.296 0.32
H -2.626000 7.959000 -10.725000 0.857 -0.460 0.028 0.28
C -7.404000 2.716000 -10.506000 -0.396 -0.070 2.579 -0.66
O -6.915000 2.662000 -11.791000 1.185 0.042 -3.452 -0.34
C -5.622000 2.937000 -12.043000 4.683 1.512 4.632 0.57
O -4.796000 3.421000 -11.058000 -5.092 -2.462 -5.680 -0.41
O -5.160000 2.595000 -13.281000 -4.667 0.431 3.483 -0.31
C -3.851000 2.818000 -13.573000 4.331 -0.684 1.240 -0.40
H -8.307000 2.128000 -10.260000 0.220 0.024 -1.427 0.27
H -7.611000 3.701000 -10.102000 0.227 0.499 -0.474 0.29
H -6.666000 2.277000 -9.890000 0.905 -0.272 1.031 0.28
H -3.116000 2.925000 -12.720000 -1.308 -0.515 -0.348 0.13
H -3.684000 3.740000 -14.051000 -0.207 0.994 -1.358 0.39
H -3.501000 1.928000 -14.101000 -0.037 0.470 -0.390 0.21
```
Forces are in eV/Å.

=====

(5)
One molecule with the formula C4H11P3 at a distorted geometry. Source: OMol25; level of theory: ωB97M-V/def2-TZVPD.

Properties
- Largest force on an atom: 5.10 eV Å⁻¹
- LUMO energy (spin up / spin down): 0.9 / -1.8 eV
- Total charge: 0
- Spin multiplicity: 3
- Energy: -32187.7092 eV
- Energy above the lowest of the compared OMol25 structures with the same formula, charge and spin: 0.00 kJ/mol
- Frontier orbital gap (spin up / spin down): 0.26339 / 0.25972 hartree

XYZ file:
```
18
Properties=species:S:1:pos:R:3:forces:R:3:mulliken_charge:R:1
C 0.606583 -0.281822 0.528865 -0.453 2.355 -4.503 0.31
C 1.970554 -0.129874 -0.172164 -2.647 3.132 -1.049 -1.15
C -0.557666 1.650349 -0.869565 -1.071 -0.931 0.717 -1.11
C -0.671650 0.141462 -0.418914 2.234 -1.283 1.274 -0.15
P 0.568172 -1.031445 2.068648 0.474 -2.154 2.160 -0.13
P -0.822939 -1.097244 -1.867979 -1.269 0.232 0.842 0.01
P -1.168753 -0.109666 2.855822 -0.481 -0.089 1.426 -0.15
H 1.802668 -0.457198 -1.178881 0.030 -0.738 -0.660 0.28
H 2.177503 0.983828 -0.462358 0.167 -1.610 1.224 0.21
H 2.780541 -0.671851 0.196374 1.314 -0.482 1.052 0.48
H -0.596971 2.250448 0.108373 0.251 -0.462 -1.785 0.24
H 0.293532 1.877484 -1.551958 -0.373 -0.226 0.919 0.33
H -1.471347 1.802044 -1.481938 0.398 0.443 0.483 0.41
H -1.588439 -0.061193 0.175697 0.573 0.657 -0.559 0.22
H -0.331006 -2.270911 -1.216974 -0.059 0.333 -0.006 0.04
H 0.378050 -0.761044 -2.393850 1.216 0.153 -0.790 -0.02
H -1.940058 -0.661823 1.823866 -0.486 -0.213 0.148 0.08
H -1.428774 -1.171542 3.856935 0.180 0.884 -0.893 0.09
```
Forces are in eV/Å.